32
Properties=species:S:1:pos:R:3:mulliken_charge:R:1 method="wB97M-V/def2-TZVPD" orbital_gap_ev=3.037 largest_force_ev_per_a=8.12 e_tot_ha=-973.440686 spin_multiplicity=1
C 3.21 -0.22 0.24 -1.01
C 1.99 -1.36 0.17 -0.55
I 2.82 -3.31 0.77 0.08
C 0.76 -1.03 1.24 -0.56
C -0.65 -0.61 0.50 0.44
C -0.45 0.99 0.11 0.04
C -0.44 1.44 -1.46 -0.15
C -0.29 3.05 -1.57 -0.48
C -0.13 3.94 -0.24 -0.16
N -0.12 3.57 1.20 -0.46
C -0.31 2.10 1.26 -0.28
C -1.11 -1.67 -0.65 -0.69
C -2.69 -1.30 -0.94 -0.52
C -3.05 -0.86 0.62 -0.10
N -1.93 -0.52 1.36 0.08
H 3.58 -0.07 1.34 0.33
H 4.10 -0.67 -0.41 0.38
H 2.86 0.79 -0.27 0.21
H 1.64 -1.37 -0.95 0.31
H 0.55 -1.95 1.95 0.55
H 1.19 -0.17 1.94 0.21
H -0.54 0.70 -2.36 0.34
H -0.30 3.57 -2.63 0.29
H 0.02 5.11 -0.43 0.29
H -0.37 1.67 2.37 0.18
H -0.43 -1.81 -1.60 0.37
H -1.00 -2.74 -0.14 0.37
H -3.22 -2.36 -1.12 0.37
H -2.86 -0.53 -1.80 0.31
H -4.18 -0.88 0.93 0.35
H -2.04 -0.21 2.36 0.33
F 3.42 -3.27 -1.82 -0.86